This record from the OMol25 dataset describes 3 unconnected molecules or ions with the total composition C14H28O5. The level of theory is ωB97M-V/def2-TZVPD.

Cartesian coordinates (Å):
1 C 1.43850 2.21479 1.28893
2 C 2.14190 0.98964 1.86470
3 C 3.66784 0.98614 1.75206
4 C 4.47791 1.99291 2.59387
5 C 3.73731 2.72463 3.70267
6 O 5.22171 2.91387 1.74099
7 C 4.56275 3.58209 0.78722
8 O 4.66885 3.37423 -0.38437
9 O 3.80898 4.58240 1.30269
10 H 1.68231 2.38002 0.23632
11 H 1.64024 3.12419 1.85447
12 H 0.35885 2.05560 1.33584
13 H 1.81248 0.80900 2.88956
14 H 1.79503 0.12354 1.29432
15 H 4.01665 -0.00935 2.03434
16 H 3.92953 1.10218 0.69766
17 H 5.27920 1.44023 3.07883
18 H 4.47022 3.17603 4.37182
19 H 3.10621 3.52573 3.33171
20 H 3.14994 2.02020 4.29109
21 H 3.14086 4.79757 0.64035
22 C -1.19482 0.56795 -2.94204
23 C -0.21051 -0.54042 -2.57250
24 C -0.07367 -0.33690 -1.06982
25 O -1.32715 0.17169 -0.61462
26 C -2.12534 0.56346 -1.73653
27 H -1.72270 0.38988 -3.87750
28 H -0.67351 1.52471 -3.01860
29 H -0.64873 -1.51834 -2.78344
30 H 0.74296 -0.47257 -3.09436
31 H 0.70847 0.39281 -0.83386
32 H 0.14918 -1.26247 -0.53495
33 H -2.93191 -0.16460 -1.86960
34 H -2.56821 1.53893 -1.53239
35 C -4.22454 -4.80270 -1.27544
36 C -4.26021 -3.91078 -0.03568
37 C -3.95102 -2.54547 -0.63473
38 O -4.48754 -2.55787 -1.96007
39 C -4.84680 -3.89073 -2.32546
40 H -4.76802 -5.73917 -1.15819
41 H -3.19155 -5.03762 -1.54094
42 H -5.25989 -3.91595 0.40373
43 H -3.54739 -4.20128 0.73458
44 H -2.87114 -2.36991 -0.69152
45 H -4.40044 -1.72175 -0.07889
46 H -5.93869 -3.97858 -2.32719
47 H -4.48410 -4.08797 -3.33504

Output
Molar mass = 276.4 g mol⁻¹
HOMO level = -9.458 eV
Total energy = -25208.9433 eV
SMILES = CCC[C@H](C)OC(=O)O.C1CCOC1.C1CCOC1
HOMO-LUMO gap = 10.20 eV
Multiplicity = 1